Entry 1:
73
Properties=species:S:1:pos:R:3 method="wB97M-V/def2-TZVPD" total_charge=+1 spin_multiplicity=1 e_lumo_ha=-0.1820 relative_energy_ev=2.0603 orbital_gap_ha=0.2182 mol_weight_g_mol=532.55
S 9.86884 -4.60707 -3.30046
C 8.37787 -4.04134 -4.14895
C 7.35719 -4.97227 -4.40114
C 6.18866 -4.51060 -5.05706
C 6.10500 -3.14147 -5.45734
C 4.80982 -2.69230 -6.13853
C 3.71787 -2.88571 -4.97076
C 2.85780 -4.26475 -5.10961
O 2.39721 -2.76934 -5.36523
C 7.16763 -2.27433 -5.19108
N 8.25388 -2.76317 -4.55162
H 9.59448 -4.29272 -1.99816
H 7.41712 -6.02497 -4.11417
H 5.34900 -5.19307 -5.25005
H 4.48500 -3.35247 -6.95224
H 4.77196 -1.61395 -6.36601
H 3.99790 -2.56727 -3.93604
H 3.12580 -4.45047 -4.00019
H 1.78691 -4.46369 -4.90106
H 7.07346 -1.22871 -5.50667
H 9.02196 -2.12578 -4.34619
O 0.29756 3.54523 -1.75224
P 0.73555 2.11225 -1.69253
O -0.27927 1.44478 -2.81022
C -0.42048 2.04207 -4.09534
C 0.69037 1.61499 -5.03775
O -0.02217 1.69925 -0.28651
C -0.17701 2.67959 0.75082
C -1.58281 3.24938 0.74151
O 1.65478 0.74664 -1.56493
C 1.04723 -0.54990 -1.53027
C 1.39995 -1.31754 -2.79997
H -0.45871 3.12995 -4.02142
H -1.38260 1.71517 -4.49301
H 1.67448 1.78324 -4.59126
H 0.62961 2.16693 -5.97695
H 0.60976 0.55141 -5.26966
H 0.56546 3.47108 0.64323
H 0.01718 2.18370 1.70319
H -1.92645 3.47957 -0.26657
H -1.63777 4.15645 1.34519
H -2.28403 2.52031 1.15365
H -0.02921 -0.48999 -1.39755
H 1.44979 -1.06801 -0.65857
H 1.74295 -0.65476 -3.58979
H 0.54505 -1.88968 -3.16200
H 2.20763 -2.03066 -2.60752
O -3.73344 1.64647 4.11499
P -4.86547 1.07032 4.93478
O -4.93179 2.34064 6.00738
C -5.01074 3.68081 5.53146
C -6.43470 4.07340 5.18165
O -3.96556 -0.00106 5.81697
C -2.88867 -0.70301 5.18761
C -1.55808 -0.06122 5.53706
O -6.24462 0.44996 5.59426
C -6.47122 0.46028 7.01404
C -7.62060 1.40311 7.34977
H -4.35457 3.83197 4.67289
H -4.64141 4.32371 6.33289
H -6.88922 3.34991 4.49972
H -6.45670 5.05985 4.71558
H -7.05314 4.11478 6.07851
H -3.03256 -0.73824 4.10663
H -2.91190 -1.73262 5.54918
H -1.60015 1.02535 5.47215
H -0.76755 -0.42185 4.87610
H -1.28127 -0.30313 6.56568
H -5.57381 0.72702 7.56392
H -6.73345 -0.55891 7.30113
H -7.81869 2.10212 6.54285
H -7.41074 1.96210 8.26299
H -8.54218 0.84218 7.51891

Entry 2:
110
Properties=species:S:1:pos:R:3 method="wB97M-V/def2-TZVPD" spin_multiplicity=1 e_lumo_ha=0.0009 relative_energy_ev=0.8827 orbital_gap_ha=0.4096 mol_weight_g_mol=1241.17
C -3.73636 2.74834 -4.55343
C -2.90511 1.58366 -5.05560
O -1.52731 1.79992 -4.80814
S -1.36899 3.38916 -4.95290
O -1.63520 3.67085 -6.30162
O -0.16872 3.82070 -4.26359
O -2.66553 3.63494 -4.12715
H -4.33437 2.56234 -3.70437
H -4.40333 3.24468 -5.26682
H -3.06044 1.31815 -6.07715
H -3.20861 0.71823 -4.42586
C 1.04217 -5.25756 1.07435
C 0.55135 -4.07510 1.85722
O -0.50829 -3.43700 1.11950
S -0.80646 -4.15307 -0.21361
O -0.02710 -3.50779 -1.28939
O -2.23391 -4.35420 -0.35704
O -0.12763 -5.53037 0.12360
H 1.03693 -6.11502 1.65871
H 1.88887 -5.06790 0.45028
H 1.30075 -3.33675 1.84013
H 0.11519 -4.32704 2.86585
C 3.29479 -0.92820 3.41604
C 4.80888 -0.75676 3.09975
O 4.96912 -1.60087 1.93369
S 4.35841 -3.05780 2.40163
O 5.35472 -3.75911 3.14784
O 3.64713 -3.67965 1.31524
O 3.25364 -2.41707 3.37415
H 2.72754 -0.36153 2.61212
H 2.82063 -0.66157 4.39189
H 5.52168 -1.13175 3.87829
H 5.05044 0.20470 2.75732
C 2.68939 -1.55557 -1.42335
C 1.70029 -0.75143 -2.30221
O 1.08723 0.22247 -1.44039
S 1.46780 -0.03268 0.01240
O 0.33268 -0.13432 0.86598
O 2.49035 0.87649 0.32656
O 2.02765 -1.54710 -0.11504
H 3.58922 -1.04167 -1.23011
H 2.78155 -2.54540 -1.80680
H 0.97378 -1.36899 -2.65468
H 2.28576 -0.19622 -3.00040
C -0.88613 3.34923 -1.17592
C -1.44173 4.70268 -0.69759
O -0.34495 5.37142 0.00096
S 0.80490 4.37582 0.37245
O 0.98535 4.36241 1.78760
O 1.85030 4.72861 -0.55901
O 0.06270 3.06421 -0.08151
H -0.17676 3.34326 -2.03344
H -1.66246 2.57065 -1.26694
H -2.21874 4.52232 0.02738
H -1.80698 5.34132 -1.50708
C -5.75162 -3.12456 -2.82037
C -4.97199 -4.23787 -3.37382
O -4.37010 -3.67774 -4.55083
S -4.03578 -2.11990 -4.31326
O -4.78051 -1.31298 -5.24633
O -2.65382 -1.80872 -4.04693
O -4.75840 -2.05479 -2.91601
H -5.89479 -3.35260 -1.77466
H -6.64876 -2.85196 -3.24675
H -5.65847 -5.00903 -3.64845
H -4.23727 -4.63898 -2.69396
C -1.12463 -0.94521 4.72841
C -2.36044 -1.24141 5.73260
O -3.31501 -1.90308 4.87979
S -2.49302 -2.74208 3.86006
O -3.39084 -2.87102 2.75982
O -1.82374 -3.89226 4.48817
O -1.38214 -1.69435 3.58510
H -0.25925 -1.28921 5.25377
H -1.02017 0.15896 4.35413
H -2.80449 -0.35994 6.16320
H -1.92800 -1.93416 6.46764
C 4.35563 3.59349 -1.28216
C 3.42764 2.98563 -2.32753
O 4.31343 2.56809 -3.39690
S 5.55787 1.87586 -2.69188
O 6.67425 2.10341 -3.51316
O 5.17262 0.56809 -2.19434
O 5.69240 2.93291 -1.49293
H 3.95659 3.43551 -0.24311
H 4.52625 4.67212 -1.48149
H 2.74869 3.73325 -2.67909
H 2.91507 2.11713 -1.89524
C -2.70892 -1.18543 -0.62501
C -4.07862 -1.19934 0.08965
O -4.45053 0.16026 0.11981
S -3.85632 0.93656 -1.10166
O -3.83583 2.30209 -0.76113
O -4.50140 0.54417 -2.33948
O -2.49174 0.17672 -1.04479
H -2.69777 -1.88026 -1.45897
H -1.94941 -1.46848 0.13469
H -4.10977 -1.51065 1.11968
H -4.74035 -1.79495 -0.54223
C 1.70699 2.61444 3.72041
C 3.04177 3.04249 3.15179
O 3.97462 2.36112 4.04683
S 3.38864 2.15620 5.45762
O 3.34449 3.33432 6.17007
O 3.87021 0.99284 6.10149
O 1.94117 1.80264 4.92103
H 1.27175 1.90604 3.04638
H 1.07870 3.44876 3.97278
H 3.33119 4.12334 3.19172
H 3.17783 2.61750 2.16602

Entry 3:
68
Properties=species:S:1:pos:R:3 method="wB97M-V/def2-TZVPD" total_charge=+3 spin_multiplicity=3 e_lumo_ha="-0.3430 / -0.4650" orbital_gap_ha="0.2232 / 0.1005" mol_weight_g_mol=631.52
Au -0.25700 0.07224 -0.85746
P 1.76350 0.95705 0.62378
P -1.95557 1.66601 -0.08373
P 0.60943 1.18104 -2.81102
H -0.87121 -2.71677 -0.47616
C 0.05618 -2.46658 -1.02207
C 1.29054 -2.43838 -0.41666
H 1.41570 -2.66721 0.66044
C 2.28807 0.44816 2.31288
C 1.70621 2.78116 0.88600
C 3.40506 0.74717 -0.17921
C -3.50353 1.01849 -0.76311
C -2.39814 2.03323 1.64817
C -1.73402 3.33934 -0.75858
C 1.98776 0.23740 -3.54261
C 1.32277 2.86750 -2.61086
C -0.82633 1.35601 -3.93429
H 0.00773 -2.56617 -2.13060
H 2.17773 -2.21121 -1.01488
H 2.22200 -0.64442 2.39554
H 1.64493 0.90769 3.07800
H 3.33752 0.77093 2.45782
H 0.81390 3.02998 1.47903
H 1.66552 3.32189 -0.06820
H 2.60866 3.08863 1.44040
H 3.51507 -0.31181 -0.45768
H 4.17800 1.02736 0.56118
H 3.50994 1.37260 -1.07829
H -4.31370 1.75064 -0.65839
H -3.77993 0.11898 -0.19317
H -3.37259 0.77973 -1.82737
H -3.15749 2.82877 1.66313
H -1.52243 2.39112 2.20558
H -2.82855 1.14538 2.12463
H -2.54529 3.98716 -0.39858
H -1.76428 3.33794 -1.85391
H -0.79277 3.77568 -0.39685
H 2.04133 0.39784 -4.63239
H 1.85785 -0.84472 -3.35560
H 2.94319 0.56706 -3.09139
H 1.55130 3.29701 -3.60628
H 2.27047 2.83198 -2.05296
H 0.61152 3.54136 -2.11060
H -0.50531 1.30250 -4.99072
H -1.32679 2.33008 -3.77233
H -1.54924 0.53517 -3.77402
C -0.77284 -2.92129 -5.78771
C -1.87506 -2.85371 -6.67889
C -1.97636 -3.78245 -7.74985
C -1.01568 -4.79747 -7.95459
C 0.02538 -4.88222 -7.02099
C 0.14031 -3.98729 -5.94537
S -0.32884 -1.63104 -4.69115
H -1.16715 -1.47911 -3.56142
H -2.58559 -2.02745 -6.56853
H -2.79300 -3.67425 -8.48074
H -1.05355 -5.45158 -8.86496
H 0.79296 -5.63560 -7.17519
H 0.96631 -4.03023 -5.24875
N -1.01631 -1.37529 3.96080
C -1.21858 -2.63039 3.42782
C -1.09966 -2.45777 2.06925
N -0.85528 -1.13670 1.77347
C -0.78384 -0.50816 2.93912
H -1.01873 -1.13147 4.94010
H -1.40607 -3.52840 3.99006
H -1.15715 -3.20987 1.30378
H -0.58127 0.54271 3.12916

Entry 4:
69
Properties=species:S:1:pos:R:3 method="wB97M-V/def2-TZVPD" total_charge=-1 spin_multiplicity=3 e_lumo_ha="0.0963 / 0.0940" orbital_gap_ha="0.2480 / 0.2458" mol_weight_g_mol=419.82
Cl 3.35579 0.91693 0.92232
C 2.22323 2.08043 -0.02218
C 1.59629 2.91614 1.17024
O 0.91964 1.85648 1.84766
B 0.17639 1.28084 0.70436
O 1.15873 1.29688 -0.45801
H 2.82382 2.59429 -0.77903
H 0.74578 3.57820 0.91521
H 2.38739 3.36324 1.78886
H -0.75061 1.98368 0.31779
H -0.26384 0.15959 0.85261
C -0.27214 -1.49732 4.91850
C -1.23580 -0.31588 5.15109
C -1.71163 -0.34887 6.60865
C -2.63730 -1.52934 6.88547
C -3.81108 -1.54844 5.90874
C -3.43212 -1.37095 4.42851
N -2.38071 -0.34813 4.20350
O -2.95596 0.82481 4.22972
C -2.97067 -2.70547 3.81041
C -4.72464 -1.04377 3.66039
C -0.35428 0.91721 4.90815
H 0.66229 -1.32819 5.45589
H -0.64258 -2.45331 5.28539
H -0.02831 -1.60240 3.85978
H -2.23191 0.58373 6.85244
H -0.84810 -0.39672 7.27727
H -2.08983 -2.47496 6.83905
H -3.02100 -1.45813 7.90776
H -4.36720 -2.48239 6.03317
H -4.49757 -0.74695 6.20172
H -2.66367 -2.56124 2.77287
H -3.78670 -3.43168 3.81049
H -2.14939 -3.18218 4.34030
H -5.24560 -0.18172 4.07720
H -5.41662 -1.88655 3.71444
H -4.51979 -0.84462 2.60737
H 0.02566 0.92600 3.88338
H 0.50645 0.90818 5.57966
H -0.87776 1.85656 5.08390
C 2.45143 -1.71257 -4.85742
C 2.03066 -0.39234 -4.17664
C 0.50227 -0.29198 -4.20187
C -0.03508 -0.07227 -5.61222
C 0.62165 1.13953 -6.27026
C 2.15538 1.19077 -6.16158
N 2.67163 0.78278 -4.82981
O 2.55271 1.80819 -4.02582
C 2.81536 0.31386 -7.24423
C 2.59445 2.61805 -6.53378
C 2.51340 -0.55453 -2.72859
H 2.16395 -2.56048 -4.23432
H 1.97331 -1.89168 -5.81936
H 3.53401 -1.75755 -4.99606
H 0.17337 0.52748 -3.55512
H 0.06556 -1.20071 -3.78104
H 0.11001 -0.96356 -6.23073
H -1.11621 0.08494 -5.56688
H 0.32975 1.17803 -7.32428
H 0.19919 2.03689 -5.80701
H 3.90205 0.32177 -7.13505
H 2.58652 0.69644 -8.24121
H 2.48509 -0.72223 -7.24138
H 2.09572 3.37407 -5.92785
H 2.33976 2.82968 -7.57402
H 3.67289 2.74397 -6.42034
H 3.60036 -0.67027 -2.69665
H 2.07430 -1.44362 -2.27497
H 2.24185 0.28335 -2.08659

Entry 5:
81
Properties=species:S:1:pos:R:3 method="wB97M-V/def2-TZVPD" spin_multiplicity=1 e_lumo_ha=0.0095 relative_energy_ev=0.5041 orbital_gap_ha=0.3771 mol_weight_g_mol=717.39
O -2.66521 0.30069 0.65131
S -3.60835 1.32220 0.91503
O -2.86185 2.65835 0.41784
O -4.74618 1.14232 -0.33052
Cl -6.10400 2.03691 0.10829
H -3.15339 3.39699 1.00100
C -0.00320 6.49659 0.17640
C 0.62089 5.39166 1.04431
C -0.03963 5.45995 2.42362
S -1.68572 6.11264 2.15019
O -1.81417 7.39086 2.80313
O -2.64624 5.05781 2.37941
C -1.50976 6.38023 0.38906
H 0.25610 6.38192 -0.87486
H 0.35076 7.47609 0.50510
H 0.41943 4.41970 0.59996
H 1.69418 5.50358 1.12300
H -0.12952 4.47930 2.88290
H 0.48169 6.13601 3.09807
H -2.07536 7.26332 0.10123
H -1.90631 5.49951 -0.11626
C 3.79706 0.51785 1.68974
C 3.04467 0.23656 0.38064
C 2.15788 1.45226 0.09547
S 2.96957 2.85876 0.85881
O 2.12466 3.32436 1.92982
O 3.45885 3.75721 -0.15655
C 4.33193 1.94442 1.57450
H 4.59990 -0.19774 1.85710
H 3.10685 0.45394 2.53388
H 3.75829 0.10168 -0.43190
H 2.45156 -0.67087 0.43708
H 2.04759 1.64537 -0.96853
H 1.17682 1.35566 0.55808
H 4.60173 2.39052 2.52862
H 5.16883 2.00639 0.87973
C -0.75374 -1.89072 -1.83125
C -0.71038 -2.78098 -3.08298
C 0.74914 -3.20114 -3.29751
S 1.51250 -3.20382 -1.67507
O 2.52904 -2.17847 -1.63019
O 1.81641 -4.55765 -1.27931
C 0.07537 -2.61956 -0.77780
H -1.77113 -1.71908 -1.48503
H -0.30651 -0.91872 -2.05010
H -1.32838 -3.66603 -2.92247
H -1.09835 -2.26709 -3.95978
H 0.83118 -4.19358 -3.72398
H 1.28837 -2.48705 -3.91697
H 0.39684 -1.98513 0.04495
H -0.44805 -3.49385 -0.39301
C -3.42026 0.33852 6.91179
C -4.60581 1.27303 7.19215
C -4.43062 2.51136 6.30336
S -3.51420 1.96465 4.85552
O -2.22625 2.60617 4.85595
O -4.34565 2.02967 3.68335
C -3.29418 0.27091 5.39342
H -3.57307 -0.64992 7.34165
H -2.50799 0.75586 7.34238
H -5.53845 0.76538 6.93971
H -4.65968 1.55190 8.24298
H -5.37831 2.92976 5.97575
H -3.83605 3.27952 6.79272
H -2.32971 -0.08963 5.04476
H -4.09768 -0.32079 4.95507
C 3.09803 -7.40607 -7.19137
C 2.98590 -7.64962 -5.67899
C 2.67780 -6.29918 -5.01778
S 1.80276 -5.33032 -6.25584
O 2.61499 -4.19663 -6.61394
O 0.42705 -5.16113 -5.85487
C 1.89614 -6.54384 -7.56689
H 3.10753 -8.33876 -7.75252
H 4.02294 -6.87016 -7.41302
H 2.17297 -8.35061 -5.48218
H 3.89706 -8.08304 -5.27116
H 2.04585 -6.39998 -4.13881
H 3.58430 -5.75610 -4.75927
H 2.00090 -6.03241 -8.52043
H 0.97101 -7.11866 -7.54768

Entry 6:
81
Properties=species:S:1:pos:R:3 method="wB97M-V/def2-TZVPD" total_charge=+2 spin_multiplicity=2 e_lumo_ha="-0.2610 / -0.2610" orbital_gap_ha="0.2043 / 0.2044" mol_weight_g_mol=829.30
Hf 4.25926 1.20540 0.65686
N 0.96239 0.26050 -0.64183
O 2.10037 0.58131 -0.25161
O 0.04377 0.67794 0.00708
O 0.83287 -0.58351 -1.56370
F -2.68552 1.36613 -5.71695
C -3.05431 0.51858 -4.73202
C -2.20166 0.19880 -3.68578
C -2.75177 -0.57809 -2.63893
C -4.07995 -0.97362 -2.61860
C -4.95573 -0.54846 -3.66742
C -4.37917 0.12748 -4.74796
H -1.20278 0.50780 -3.41531
H -2.08466 -0.74210 -1.80558
H -4.44136 -1.59711 -1.81421
H -6.00151 -0.81473 -3.62464
H -5.05494 0.35181 -5.56000
C 3.44284 -2.47614 -2.89225
S 4.35275 -2.21213 -1.25190
O 4.36639 -0.71891 -0.84139
C 3.12612 -3.25877 -0.24734
H 3.83055 -1.89768 -3.73079
H 2.35320 -2.45033 -2.88159
H 3.60225 -3.53192 -3.11136
H 2.10864 -3.19392 -0.63287
H 3.11308 -3.10481 0.83166
H 3.49487 -4.28037 -0.33932
C 2.70438 4.28843 -2.84082
S 3.56698 2.60257 -2.85846
O 3.61131 2.12038 -1.37974
C 2.08377 1.78916 -3.67127
H 2.48213 4.54832 -3.87579
H 3.39895 4.95715 -2.33241
H 1.69887 4.32794 -2.42190
H 2.12666 0.74169 -3.96972
H 1.99313 2.29619 -4.63190
H 1.21214 1.92830 -3.03174
C 0.63073 -0.68639 3.49336
S 1.54280 0.91698 3.46781
O 2.52441 0.94149 2.29283
C 0.12012 2.07985 3.01903
H -0.11180 -0.58829 2.70145
H 0.21425 -1.08875 4.41680
H 1.45054 -1.35649 3.23458
H -0.51833 1.61641 2.26690
H 0.52658 3.02065 2.64783
H -0.47608 2.28262 3.90870
C 1.99948 5.45040 1.60941
S 2.21043 4.31753 0.28554
O 2.95766 3.12164 0.87797
C 0.48156 4.00776 -0.10453
H 1.37219 5.13263 2.44225
H 1.84287 6.39156 1.08235
H 2.96141 5.54107 2.11396
H 0.25860 3.27971 -0.88449
H 0.01813 4.96623 -0.33833
H 0.06015 3.64455 0.83281
C -1.47948 -3.65001 -0.95868
O -1.19942 -4.57744 -0.02832
C -0.43071 -4.21999 0.97451
O 0.34208 -3.24695 1.04852
O -0.48960 -5.26714 1.73314
C 0.01015 -5.25848 3.09485
H -2.02898 -2.77283 -0.61704
H -1.90782 -4.20059 -1.79623
H -0.55658 -3.22132 -1.34928
H -0.53623 -5.76383 3.89121
H 0.37817 -4.30432 3.47201
H 0.99659 -5.72172 3.11578
C -3.07603 0.21568 0.97327
O -2.67834 0.35606 2.33812
C -3.25861 -0.27694 3.32283
O -4.25313 -1.00234 3.28546
O -2.53335 0.00223 4.49726
C -2.88253 -0.62066 5.76003
H -2.52604 -0.58722 0.48240
H -2.74070 1.05608 0.36550
H -4.13176 0.01488 0.79104
H -3.91611 -0.38868 6.01690
H -2.16991 -0.28866 6.51505
H -2.97160 -1.70005 5.63716

The energy results, record by record, are as follows: -2598.4067 -7777.2843 -2453.0572 -1682.1043 -4613.9803 -3559.2854 Eh.